No. 1
The following is a DFT calculation (the ωB97M-V functional and the def2-TZVPD basis) of a structure of composition C34H39CeCl2OP2S3 in a non-equilibrium geometry.

Summary:
HOMO level (alpha / beta)	-12.411 / -12.400	eV
ΔE to the lowest compared entry with this formula, charge and spin	1.301	eV
Kohn-Sham gap (alpha / beta)	6.545 / 6.546	eV
F_max	2.702	eV Å⁻¹

The geometry in ORCA input format:
```
! RIJCOSX wB97M-V def2-TZVPD def2/J DEFGRID3
* xyz 2 2
Ce -1.131 -1.195 0.739
C -3.265 2.006 0.080
C -1.780 2.315 -0.099
S -0.752 1.728 1.251
C -1.513 2.161 2.830
C -1.489 1.136 3.978
S -2.177 -0.499 3.676
C -3.981 -0.249 3.497
C -4.455 0.641 2.395
S -3.656 0.334 0.776
H -3.745 1.954 -0.901
H -3.810 2.736 0.683
H -1.543 3.385 -0.137
H -1.423 1.798 -0.960
H -2.578 2.491 2.603
H -0.918 3.030 3.076
H -2.083 1.486 4.844
H -0.446 0.945 4.234
H -4.427 -0.028 4.495
H -4.251 -1.303 3.238
H -4.490 1.724 2.655
H -5.497 0.299 2.151
O 0.553 -2.652 -0.013
C 0.143 -2.102 -1.049
C 0.510 -2.498 -2.376
C 0.970 -3.759 -2.709
C 1.422 -3.977 -4.008
C 1.329 -2.967 -4.984
C 0.642 -1.774 -4.774
C 0.254 -1.506 -3.436
P -0.172 0.096 -2.687
C -1.193 0.867 -3.885
C -0.640 1.499 -5.015
C -1.541 2.136 -5.879
C -2.896 2.127 -5.684
C -3.460 1.501 -4.532
C -2.610 0.836 -3.698
C 1.384 1.088 -2.706
C 2.603 0.453 -2.335
C 3.782 1.173 -2.134
C 3.724 2.534 -2.332
C 2.571 3.166 -2.777
C 1.393 2.459 -2.962
H 1.066 -4.560 -1.935
H 1.832 -4.940 -4.276
H 1.832 -3.139 -5.972
H 0.541 -1.059 -5.596
H 0.457 1.527 -5.181
H -1.157 2.619 -6.785
H -3.573 2.624 -6.324
H -4.520 1.397 -4.466
H -2.969 0.147 -2.933
H 2.539 -0.637 -2.195
H 4.769 0.766 -1.814
H 4.663 3.095 -2.228
H 2.699 4.231 -3.092
H 0.441 2.999 -3.193
Cl -2.545 -3.635 2.069
C -3.328 -4.171 0.331
Cl -3.170 -2.916 -0.963
H -4.382 -4.389 0.543
H -2.771 -5.011 -0.111
C 2.854 -2.596 2.308
P 1.937 -1.004 2.498
C 2.845 0.217 1.478
C 2.459 -0.384 4.141
C 2.264 -1.279 5.169
C 2.642 -0.834 6.469
C 3.211 0.370 6.772
C 3.505 1.143 5.704
C 3.110 0.820 4.442
H 3.229 -3.078 3.222
H 3.759 -2.412 1.753
H 2.209 -3.379 1.900
H 3.878 0.316 1.745
H 2.359 1.219 1.453
H 2.789 -0.115 0.441
H 1.780 -2.253 4.946
H 2.370 -1.468 7.258
H 3.538 0.643 7.757
H 4.064 2.044 5.865
H 3.415 1.485 3.674
*
```

Atomic partial charges in e from the Löwdin method, atoms 1 to 2:
1. Ce 0.446
2. C -0.418

No. 2
The following is a DFT calculation (the ωB97M-V functional and the def2-TZVPD basis) of an isolated molecule of C4H4N2 in a non-equilibrium geometry.

Summary:
HOMO level	-8.991	eV
ΔE to the lowest compared entry with this formula, charge and spin	2.622	eV
Kohn-Sham gap	9.015	eV
structure (SMILES)	c1cnccn1
F_max	6.625	eV Å⁻¹

The geometry in ORCA input format:
```
! RIJCOSX wB97M-V def2-TZVPD def2/J DEFGRID3
* xyz 0 1
C -1.362 0.295 -0.110
C -0.845 -0.963 0.073
N 0.455 -1.280 -0.115
C 1.469 -0.331 -0.060
C 0.799 1.010 -0.152
N -0.453 1.288 -0.006
H -2.527 0.413 0.108
H -1.621 -1.862 -0.191
H 2.511 -0.493 0.344
H 1.573 1.922 0.107
*
```

Atomic partial charges in e from the natural (NBO) method, atoms 1 to 2:
1. C -0.007
2. C -0.022

No. 3
The following is a DFT calculation (the ωB97M-V functional and the def2-TZVPD basis) of a cluster of 2 separate species, C47H24BF21N2 in total in a non-equilibrium geometry.

Summary:
HOMO level	-7.604	eV
Kohn-Sham gap	5.985	eV
structure (SMILES)	Fc1c(F)c(F)c(B(c2c(F)c(F)c(F)c(F)c2F)c2c(F)c(F)c(F)c(F)c2F)c(F)c1F.FC(F)(F)CN(c1ccccc1)c1ccc(Cc2ccc(N(CC(F)(F)F)c3ccccc3)cc2)cc1
F_max	1.845	eV Å⁻¹

The geometry in ORCA input format:
```
! RIJCOSX wB97M-V def2-TZVPD def2/J DEFGRID3
* xyz 0 1
F -3.497 -4.260 -3.455
C -2.534 -3.303 -3.447
C -1.219 -3.606 -3.744
F -0.880 -4.876 -4.040
C -0.251 -2.619 -3.822
F 1.053 -2.998 -3.971
C -0.576 -1.247 -3.770
B 0.412 -0.114 -4.168
C 1.914 -0.339 -4.348
C 2.994 -0.132 -3.467
F 2.848 0.387 -2.215
C 4.282 -0.515 -3.815
F 5.294 -0.398 -2.916
C 4.502 -1.084 -5.063
F 5.772 -1.396 -5.410
C 3.450 -1.272 -5.986
F 3.692 -1.772 -7.209
C 2.183 -0.881 -5.612
F 1.181 -1.018 -6.525
C -0.083 1.114 -4.972
C 0.459 2.391 -4.784
F 1.352 2.628 -3.778
C 0.058 3.443 -5.599
F 0.621 4.656 -5.449
C -0.873 3.198 -6.621
F -1.131 4.161 -7.536
C -1.399 1.918 -6.817
F -2.139 1.636 -7.901
C -1.019 0.893 -5.970
F -1.538 -0.336 -6.206
C -1.903 -0.965 -3.400
F -2.286 0.342 -3.316
C -2.863 -1.954 -3.242
F -4.133 -1.589 -3.065
F 5.272 -0.275 6.880
C 5.114 -0.450 5.537
F 4.781 0.752 4.952
F 6.341 -0.810 4.996
C 4.082 -1.499 5.199
N 4.061 -1.677 3.751
C 4.607 -2.881 3.205
C 3.957 -4.121 3.438
C 4.475 -5.291 2.884
C 5.666 -5.277 2.130
C 6.318 -4.051 1.925
C 5.804 -2.862 2.452
C 3.238 -0.865 2.995
C 3.450 -0.869 1.597
C 2.643 -0.087 0.801
C 1.550 0.659 1.293
C 0.559 1.327 0.357
C -0.807 1.722 0.876
C -1.336 3.008 0.653
C -2.546 3.372 1.224
C -3.325 2.438 1.964
N -4.632 2.689 2.323
C -5.138 4.054 2.311
C -4.859 4.699 3.637
F -5.307 5.987 3.666
F -5.481 3.982 4.636
F -3.524 4.682 3.935
C -5.581 1.641 2.495
C -5.481 0.871 3.661
C -6.473 -0.059 3.958
C -7.525 -0.290 3.057
C -7.611 0.471 1.870
C -6.656 1.463 1.591
C -2.798 1.139 2.157
C -1.569 0.796 1.620
C 1.395 0.701 2.690
C 2.220 -0.041 3.529
H 4.368 -2.455 5.647
H 3.104 -1.139 5.528
H 3.023 -4.155 4.023
H 3.937 -6.243 2.995
H 6.078 -6.189 1.680
H 7.224 -4.016 1.316
H 6.291 -1.890 2.289
H 4.264 -1.502 1.224
H 2.818 -0.172 -0.261
H 0.952 2.187 -0.105
H 0.379 0.533 -0.349
H -0.786 3.767 0.079
H -2.962 4.364 1.009
H -4.633 4.635 1.534
H -6.228 4.014 2.186
H -4.642 1.087 4.330
H -6.408 -0.616 4.890
H -8.260 -1.086 3.282
H -8.425 0.255 1.161
H -6.746 2.101 0.707
H -3.353 0.361 2.689
H -1.177 -0.201 1.817
H 0.538 1.231 3.113
H 2.015 -0.013 4.607
*
```

Atomic partial charges in e from the Löwdin method, atoms 1 to 2:
1. F 0.127
2. C -0.082

No. 4
The following is a DFT calculation (the ωB97M-V functional and the def2-TZVPD basis) of an isolated molecule of C3H6BF3 in a non-equilibrium geometry.

Summary:
HOMO level	-11.058	eV
ΔE to the lowest compared entry with this formula, charge and spin	0.370	eV
Kohn-Sham gap	11.472	eV
structure (SMILES)	CB(C)C(F)(F)F
F_max	3.237	eV Å⁻¹

The geometry in ORCA input format:
```
! RIJCOSX wB97M-V def2-TZVPD def2/J DEFGRID3
* xyz 0 1
C -0.137 1.070 -1.014
B 0.735 0.118 0.000
C 0.235 -1.118 0.744
C 2.528 0.107 0.053
F 3.061 0.263 1.255
F 3.277 0.783 -0.838
F 2.762 -1.181 -0.234
H -1.171 0.746 -1.029
H 0.301 0.794 -1.927
H 0.081 2.113 -1.110
H -0.893 -1.115 1.119
H 0.920 -1.410 1.500
H 0.247 -1.844 -0.148
*
```

Atomic partial charges in e from the natural (NBO) method, atoms 1 to 2:
1. C -0.996
2. B 0.773

No. 5
The following is a DFT calculation (the ωB97M-V functional and the def2-TZVPD basis) of a cluster of 2 separate species, C2H9NS2 in total in a non-equilibrium geometry.

Summary:
HOMO level (alpha / beta)	-0.008 / -3.320	eV
ΔE to the lowest compared entry with this formula, charge and spin	0.632	eV
Kohn-Sham gap (alpha / beta)	3.599 / 6.890	eV
F_max	3.459	eV Å⁻¹

The geometry in ORCA input format:
```
! RIJCOSX wB97M-V def2-TZVPD def2/J DEFGRID3
* xyz -1 2
S -0.166 1.261 1.066
S -1.671 -0.040 1.941
H 0.851 0.547 1.522
H -2.607 0.812 2.418
C 2.348 -1.301 -2.195
C 1.210 -0.244 -2.120
N -0.101 -0.772 -1.744
H 2.465 -1.724 -1.197
H 3.278 -0.788 -2.443
H 2.106 -2.105 -2.888
H 1.140 0.194 -3.118
H 1.525 0.515 -1.404
H -0.024 -1.223 -0.835
H -0.150 -1.643 -2.270
*
```

Atomic partial charges in e from the natural (NBO) method, atoms 1 to 2:
1. S -0.569
2. S -0.601

No. 6
The following is a DFT calculation (the ωB97M-V functional and the def2-TZVPD basis) of a cluster of 3 separate species, C3H6N2 in total in a non-equilibrium geometry.

Summary:
HOMO level	-9.918	eV
ΔE to the lowest compared entry with this formula, charge and spin	5.504	eV
Kohn-Sham gap	9.894	eV
F_max	1.120	eV Å⁻¹

The geometry in ORCA input format:
```
! RIJCOSX wB97M-V def2-TZVPD def2/J DEFGRID3
* xyz 0 1
C -0.155 0.881 -0.721
C 0.426 -0.151 0.129
N 0.063 -0.024 1.418
C 0.652 -1.460 -0.492
N 0.855 -2.509 -0.935
H -0.144 0.773 -1.802
H -1.676 0.593 0.135
H -0.161 1.881 -0.302
H 1.293 0.599 -0.297
H 0.252 -0.874 1.947
H -1.406 0.290 0.920
*
```

Atomic partial charges in e from the natural (NBO) method, atoms 1 to 2:
1. C -0.351
2. C -0.164